Entry 1:
{"formula": "C19H60N15O10", "method": "ωB97M-V/def2-TZVPD", "elements": ["C", "O", "H", "H", "H", "C", "O", "N", "N", "H", "H", "H", "H", "C", "O", "N", "N", "H", "H", "H", "H", "C", "O", "N", "N", "H", "H", "H", "H", "C", "O", "N", "N", "H", "H", "H", "H", "C", "O", "N", "N", "H", "H", "H", "H", "C", "O", "N", "N", "H", "H", "H", "H", "C", "C", "C", "O", "C", "N", "H", "H", "H", "H", "H", "H", "H", "H", "H", "H", "H", "C", "C", "C", "O", "C", "N", "H", "H", "H", "H", "H", "H", "H", "H", "H", "H", "H", "C", "C", "C", "O", "C", "N", "H", "H", "H", "H", "H", "H", "H", "H", "H", "H", "H"], "coordinates": [[0.56661, 1.05451, 0.72198], [-0.03425, 2.08269, 1.42729], [1.01738, 1.38950, -0.23227], [1.37449, 0.56166, 1.30131], [-0.15628, 0.25286, 0.48546], [1.71749, 5.02638, 2.09897], [2.41754, 6.02536, 2.18750], [2.08561, 3.77042, 2.54361], [0.50007, 4.94757, 1.48835], [1.40040, 3.03085, 2.37305], [2.80884, 3.76396, 3.23890], [0.18846, 5.63847, 0.83254], [0.07025, 4.02900, 1.52847], [0.60719, 4.52639, -2.08099], [0.52229, 5.52138, -2.77877], [1.75749, 3.85623, -1.79633], [-0.50607, 3.88922, -1.54557], [2.63056, 4.10906, -2.21556], [1.65892, 2.94569, -1.38283], [-1.32261, 4.47587, -1.53770], [-0.35485, 3.28142, -0.74858], [-3.36782, 2.89954, 0.91417], [-4.47603, 3.36452, 0.64389], [-2.47486, 3.53841, 1.71652], [-2.92196, 1.70050, 0.45869], [-1.60561, 3.05118, 1.90483], [-2.62748, 4.50149, 1.93890], [-1.97757, 1.42377, 0.69688], [-3.40471, 1.13642, -0.21336], [-1.11038, -1.27943, 5.18245], [-1.58519, -2.29542, 4.64742], [-1.13603, -1.10201, 6.52079], [-0.52776, -0.29479, 4.44829], [-0.62743, -0.35644, 6.96151], [-1.74199, -1.72220, 7.02330], [-0.35022, -0.58060, 3.50219], [-0.24554, 0.57412, 4.86849], [-3.23845, -2.41367, 1.35422], [-3.43543, -2.43139, 0.13358], [-4.18604, -2.72743, 2.26990], [-2.02724, -2.04657, 1.85716], [-5.10563, -2.97017, 1.95294], [-4.06582, -2.60518, 3.25973], [-1.90110, -2.14505, 2.86705], [-1.23458, -2.08181, 1.24159], [-0.56646, 3.31993, 6.20219], [-0.42800, 2.13666, 6.50659], [-0.26531, 3.80492, 4.96900], [-0.81103, 4.28873, 7.14503], [-0.39230, 4.79577, 4.86318], [0.03620, 3.25137, 4.18576], [-0.56407, 5.23805, 6.93466], [-0.95576, 4.02907, 8.10043], [-1.23009, -0.74181, -4.17209], [-2.31950, -1.38491, -3.35051], [-2.09002, -2.89426, -3.27123], [-1.91425, -3.53898, -4.53767], [-3.09150, -4.15088, -5.01427], [-2.26567, -0.84642, -1.96800], [-1.39160, 0.32298, -4.33831], [-1.21328, -1.20606, -5.16403], [-0.23851, -0.90762, -3.75102], [-3.32670, -1.10167, -3.66221], [-2.85606, -3.38776, -2.66659], [-1.13027, -3.04359, -2.76416], [-3.50897, -4.82328, -4.26189], [-2.81353, -4.72800, -5.90217], [-3.83218, -3.43249, -5.38807], [-2.79945, -1.47992, -1.35355], [-1.33184, -1.04935, -1.59786], [2.30673, 0.56401, -3.02675], [2.30079, 0.11042, -4.46727], [1.58380, 1.14882, -5.33244], [1.73717, 0.95123, -6.71698], [1.17202, -0.27382, -7.17871], [3.72562, 0.02372, -4.93991], [1.34324, 0.91864, -2.64505], [2.85092, 1.52255, -3.00674], [2.80461, -0.07908, -2.30659], [1.93217, -0.91065, -4.56591], [1.96862, 2.12911, -5.05248], [0.50404, 1.14748, -5.13205], [1.87031, -1.08068, -6.94140], [1.07771, -0.19088, -8.25823], [0.18952, -0.42320, -6.72782], [4.04543, 0.97730, -5.11326], [3.63826, -0.31285, -5.89796], [1.06688, -4.44927, 1.04382], [2.19362, -3.40747, 1.22749], [3.52137, -4.12025, 1.51064], [3.42886, -5.20945, 2.41071], [3.22395, -4.80948, 3.74988], [2.18986, -2.50530, 0.09227], [1.46072, -5.31276, 0.50820], [0.18490, -4.00600, 0.59435], [0.77127, -4.78242, 2.04374], [1.95217, -2.77980, 2.09189], [4.28259, -3.39434, 1.82082], [3.83161, -4.59710, 0.57330], [2.90163, -5.69904, 4.29298], [2.43985, -4.05107, 3.82894], [4.12281, -4.43197, 4.25189], [2.53266, -2.86902, -0.78549], [2.56977, -1.58416, 0.25098]], "gap_ev": 8.0123, "largest_force_ha_per_bohr": 0.038, "multiplicity": 1, "total_charge": -1}

=====

Entry 2:
{"formula": "CH6N4S", "method": "ωB97M-V/def2-TZVPD", "elements": ["C", "H", "H", "H", "H", "H", "H", "N", "N", "N", "N", "S"], "coordinates": [[-0.18211, 0.02783, -0.29873], [1.70231, -1.05666, 1.65016], [0.14444, -1.63516, 1.66024], [0.86899, -1.58752, -0.91866], [-1.10300, 1.60028, 0.51542], [1.47978, 1.43816, 1.07727], [0.72740, 0.75051, 2.36802], [1.01922, -1.55485, 1.11140], [0.78391, -0.92890, -0.11308], [-0.40866, 0.87741, 0.73244], [0.61146, 1.37116, 1.56444], [-1.04805, 0.12310, -1.72666]], "gap_ev": 9.0435, "largest_force_ha_per_bohr": 0.029, "relative_energy_ev": 0.3942, "multiplicity": 1, "smiles": "NNC(=S)NN", "total_charge": 0}

=====

Entry 3:
{"formula": "C6H29O12", "method": "ωB97M-V/def2-TZVPD", "elements": ["O", "C", "O", "C", "C", "C", "C", "C", "H", "H", "H", "H", "H", "H", "H", "H", "H", "H", "H", "O", "H", "H", "O", "H", "H", "O", "H", "H", "O", "H", "H", "O", "H", "H", "O", "H", "H", "O", "H", "H", "O", "H", "H", "O", "H", "H", "O"], "coordinates": [[0.46151, -0.28005, 1.30897], [0.18896, -0.83547, 0.21972], [-0.91798, -0.67853, -0.40026], [1.14859, -1.97191, -0.19150], [1.39542, -2.07923, -1.71363], [1.99520, -0.78009, -2.21453], [3.22822, -0.31678, -2.12332], [3.50592, 1.15802, -2.44673], [0.86574, -2.98928, 0.08598], [2.06879, -1.81315, 0.36197], [2.13680, -2.86657, -1.83265], [0.40714, -2.24964, -2.13471], [1.15397, -0.10557, -2.42080], [4.08685, -0.90244, -1.80461], [3.54480, 1.47851, -3.47951], [4.35267, 1.54561, -1.87934], [2.65223, 1.60027, -1.90506], [1.76428, -0.94465, 2.42582], [2.80313, 0.17210, 2.63944], [2.71473, -0.78314, 2.55336], [-1.05870, -1.39416, -2.47274], [-2.28522, -0.66172, -1.94456], [-1.94552, -1.11936, -2.70979], [-1.76910, -3.05008, -0.71578], [-1.94377, -2.11887, 0.40861], [-1.85185, -3.07841, 0.24449], [-1.79009, 1.19736, -2.83081], [-2.63778, 2.17057, -2.11899], [-2.68440, 1.56948, -2.91675], [-2.33662, 0.59611, 4.18501], [-2.82983, -0.56693, 3.28450], [-3.11973, 0.09566, 3.90260], [-3.53612, -0.12264, -0.50175], [-2.56170, -0.02533, 0.66369], [-3.49952, -0.03068, 0.44491], [3.77363, 1.30514, 1.43371], [2.27008, 1.65755, 1.20174], [3.05887, 1.89471, 1.70326], [-0.70500, 1.11569, 0.73756], [-1.53467, 2.34875, 1.37847], [-0.74356, 2.07263, 0.92313], [-0.54346, 0.65410, 3.20472], [0.30843, 1.21531, 4.32001], [-0.60801, 1.07574, 4.06368], [-3.74920, 2.09804, -0.24913], [-2.24272, 2.12231, -0.14489], [-2.99141, 2.62101, -0.54348]], "gap_ev": 9.7546, "largest_force_ha_per_bohr": 0.046, "relative_energy_ev": 0.9550, "multiplicity": 1, "total_charge": -1}